Record 1
# C49H66AuN3P2SeSi

A structure of composition C49H66AuN3P2SeSi (ωB97M-V/def2-TZVPD, OMol25).

Element x y z (Å)
Au 0.619 1.263 -1.561
C -0.435 -1.349 3.634
Si 0.092 -0.417 2.115
C 1.853 0.269 2.198
C 2.235 0.370 3.544
C 3.398 0.993 3.980
C 4.222 1.571 3.049
C 3.890 1.478 1.703
C 2.750 0.827 1.237
P 2.656 0.760 -0.596
C 3.793 2.095 -1.241
C 3.520 2.415 -2.728
C 4.382 3.594 -3.182
C 5.892 3.293 -3.061
C 6.140 1.985 -2.319
C 5.338 1.940 -1.020
C 3.260 -0.884 -1.145
C 2.838 -1.174 -2.608
C 3.803 -2.143 -3.305
C 4.244 -3.254 -2.359
C 4.998 -2.688 -1.137
C 4.748 -1.187 -0.935
C -0.230 -1.614 0.737
C 0.790 -2.581 0.786
C 0.775 -3.718 0.002
C -0.241 -3.877 -0.926
C -1.258 -2.943 -0.986
C -1.325 -1.850 -0.111
P -2.974 -1.052 -0.242
C -4.043 -2.365 0.537
C -4.400 -3.504 -0.430
C -5.486 -4.396 0.175
C -5.035 -4.968 1.517
C -4.619 -3.859 2.481
C -3.550 -2.954 1.860
C -3.089 0.304 1.034
C -1.968 1.336 0.843
C -2.419 2.828 0.750
C -3.721 3.245 1.473
C -4.697 2.098 1.749
C -4.464 0.951 0.784
H -0.006 -2.346 3.506
H -1.519 -1.478 3.623
H -0.144 -0.986 4.613
H 1.602 -0.044 4.310
H 3.634 1.024 5.035
H 5.125 2.088 3.344
H 4.561 1.941 1.006
H 3.449 2.973 -0.679
H 2.467 2.662 -2.879
H 3.733 1.544 -3.351
H 4.116 4.468 -2.582
H 4.125 3.841 -4.213
H 6.386 4.102 -2.520
H 6.356 3.255 -4.046
H 7.199 1.883 -2.082
H 5.889 1.129 -2.951
H 5.675 2.771 -0.394
H 5.582 1.033 -0.479
H 2.712 -1.559 -0.490
H 2.780 -0.248 -3.185
H 1.827 -1.592 -2.594
H 4.679 -1.600 -3.670
H 3.316 -2.562 -4.186
H 4.869 -3.974 -2.886
H 3.357 -3.802 -2.036
H 6.071 -2.853 -1.243
H 4.695 -3.221 -0.232
H 5.342 -0.612 -1.645
H 5.074 -0.902 0.068
H 1.609 -2.458 1.491
H 1.555 -4.460 0.102
H -0.253 -4.734 -1.587
H -2.055 -3.087 -1.705
H -4.985 -1.837 0.733
H -3.514 -4.122 -0.603
H -4.714 -3.105 -1.397
H -5.729 -5.203 -0.517
H -6.401 -3.811 0.312
H -4.184 -5.638 1.353
H -5.828 -5.572 1.959
H -4.253 -4.284 3.417
H -5.495 -3.251 2.731
H -2.644 -3.541 1.669
H -3.280 -2.166 2.568
H -3.072 -0.052 2.070
H -1.451 1.126 -0.101
H -0.074 1.710 1.364
H -2.515 3.039 -0.314
H -1.540 4.685 1.065
H -4.200 4.003 0.852
H -3.472 3.734 2.414
H -5.719 2.464 1.671
H -4.570 1.737 2.773
H -4.510 1.310 -0.249
H -5.252 0.207 0.878
Se 0.571 3.461 0.341
N -0.853 1.216 1.877
C -1.055 2.131 3.022
C -1.089 1.771 4.353
C -1.179 2.767 5.320
C -1.232 4.104 4.956
C -1.247 4.465 3.614
C -1.165 3.472 2.661
N -1.306 3.712 1.246
H -1.062 0.738 4.652
H -1.212 2.489 6.364
H -1.290 4.870 5.715
H -1.337 5.503 3.319
N -0.830 1.806 -3.098
C -1.868 0.871 -3.513
C -1.497 -0.394 -3.934
C -2.476 -1.275 -4.366
C -3.814 -0.902 -4.347
C -4.172 0.366 -3.914
C -3.194 1.264 -3.504
H -1.250 2.698 -2.844
H -0.229 2.004 -3.896
H -0.452 -0.684 -3.927
H -2.194 -2.259 -4.714
H -4.574 -1.593 -4.683
H -5.210 0.668 -3.910
H -3.469 2.267 -3.196

Forces on atoms 1 to 2 (eV/Å):
Au 0.28 -0.14 -0.15
C -0.04 0.03 0.04

## Properties
HOMO, eV: -12.72
Charge: +2
Energy above the lowest of the compared OMol25 structures with the same formula, charge and spin, kcal/mol: 0.0

Results of the Mulliken charge analysis, in e, for atoms 1 through 99: 0.444, -1.681, -0.725, 0.415, -0.457, -1.143, -1.084, -0.432, 0.524, -1.103, 1.361, -0.375, -0.888, -0.825, -1.077, -1.337, 2.465, -0.323, -1.210, -0.513, -1.003, -1.198, 2.358, -1.548, -0.392, -1.410, -1.195, 0.795, 0.242, -0.068, -0.703, -0.902, -0.687, -0.959, -0.340, 0.196, 1.841, -0.586, -0.834, -0.924, -1.292, 0.353, 0.588, 0.808, 0.444, 0.504, 0.494, 0.410, 0.702, -0.152, 0.199, 0.343, 0.439, 0.337, 0.396, 0.516, 0.211, 0.490, 0.688, -0.632, 0.187, 0.046, 0.323, 0.546, 0.493, 0.176, 0.501, 0.312, 0.131, 0.314, 0.206, 0.545, 0.508, 0.857, 0.821, 0.382, 0.272, 0.437, 0.349, 0.324, 0.411, 0.386, 0.345, 0.130, -0.266, 0.389, -1.007, -0.783, 0.654, 0.580, 0.482, 0.339, 0.524, 0.290, 0.203, 0.728, -0.059, 0.734, 1.403

---

Record 2
# C49H67N9O2P2Ti

A structure of composition C49H67N9O2P2Ti (ωB97M-V/def2-TZVPD, OMol25).

Element x y z (Å)
Ti -0.128 -0.249 -0.085
C -5.298 -1.406 0.710
C -3.973 -1.659 -0.009
C -4.031 -2.928 -0.864
P -2.452 -1.605 1.063
C -2.322 -3.244 1.921
C -3.584 -3.884 2.506
C -1.243 -3.177 3.001
C -2.800 -0.350 2.310
C -3.671 -0.496 3.387
C -3.897 0.519 4.306
C -4.813 0.318 5.482
C -3.226 1.720 4.099
C -2.363 1.899 3.032
C -2.127 0.863 2.118
N -1.233 1.013 1.043
C -0.938 2.352 0.671
C -1.940 3.223 0.236
C -1.608 4.467 -0.266
C -0.274 4.861 -0.390
C 0.096 6.186 -1.000
C 0.709 4.003 0.088
C 0.391 2.773 0.661
P 1.525 1.647 1.540
C 3.202 2.147 0.914
C 3.868 3.342 1.598
C 4.141 0.941 0.916
C 1.218 2.284 3.271
C 2.100 1.634 4.339
C 1.186 3.802 3.474
H -6.105 -1.377 -0.026
H -5.538 -2.196 1.423
H -5.298 -0.458 1.246
H -3.812 -0.812 -0.688
H -4.042 -3.837 -0.264
H -4.953 -2.919 -1.451
H -3.195 -2.989 -1.555
H -1.959 -3.899 1.121
H -3.963 -3.335 3.367
H -4.393 -3.993 1.789
H -3.327 -4.885 2.861
H -1.566 -2.550 3.835
H -1.052 -4.179 3.389
H -0.308 -2.781 2.616
H -4.209 -1.427 3.508
H -5.708 -0.238 5.199
H -4.316 -0.244 6.275
H -5.130 1.272 5.902
H -3.381 2.542 4.789
H -1.868 2.853 2.913
H -2.974 2.901 0.273
H -2.393 5.135 -0.601
H -0.790 6.765 -1.254
H 0.700 6.781 -0.313
H 0.682 6.048 -1.911
H 1.744 4.320 0.037
H 2.998 2.420 -0.127
H 4.015 3.166 2.664
H 4.855 3.508 1.160
H 3.294 4.262 1.489
H 4.413 0.650 1.934
H 3.677 0.073 0.448
H 5.064 1.182 0.382
H 0.197 1.916 3.420
H 3.163 1.690 4.093
H 1.957 2.157 5.288
H 1.850 0.591 4.500
H 2.189 4.213 3.575
H 0.678 4.333 2.670
H 0.654 4.020 4.403
C 4.298 -2.116 3.109
C 3.140 -1.531 3.595
C 2.008 -1.432 2.795
C 2.012 -1.926 1.495
C 3.183 -2.525 1.019
C 4.313 -2.612 1.813
N 0.845 -1.879 0.682
C 0.520 -3.101 0.100
C 0.873 -4.364 0.592
C 0.469 -5.508 -0.073
C -0.294 -5.435 -1.240
C -0.680 -4.201 -1.726
C -0.295 -3.052 -1.036
N -0.666 -1.761 -1.389
N -1.511 -1.652 -2.397
C -1.799 -0.365 -2.638
C -2.724 -0.009 -3.650
C -2.874 1.318 -3.967
C -2.068 2.275 -3.330
C -1.238 1.862 -2.312
N -1.160 0.581 -1.905
H 5.176 -2.196 3.737
H 3.111 -1.159 4.611
H 1.097 -0.984 3.173
H 3.185 -2.969 0.032
H 5.206 -3.083 1.422
H 1.466 -4.447 1.492
H 0.750 -6.475 0.325
H -0.593 -6.340 -1.753
H -1.294 -4.107 -2.609
H -3.301 -0.793 -4.122
H -3.587 1.619 -4.724
H -2.115 3.324 -3.587
H -0.596 2.561 -1.797
N 2.498 -1.623 -2.204
C 2.462 -0.421 -3.014
C 3.840 -0.068 -3.614
C 3.970 0.981 -4.740
C 2.702 1.331 -5.503
N 2.089 0.169 -6.159
C 0.831 -0.215 -5.985
N -0.031 0.517 -5.290
N 0.401 -1.358 -6.540
C 1.840 0.737 -2.226
O 1.776 1.854 -2.722
O 1.411 0.460 -1.038
H 3.007 -1.469 -1.343
H 2.935 -2.390 -2.701
H 1.746 -0.619 -3.818
H 4.256 -1.017 -3.963
H 4.490 0.229 -2.786
H 4.740 0.647 -5.442
H 4.335 1.925 -4.336
H 2.894 2.098 -6.253
H 2.017 1.727 -4.763
H 2.692 -0.452 -6.675
H 0.272 1.333 -4.781
H -0.916 0.130 -4.988
H 1.049 -2.004 -6.955
H -0.525 -1.696 -6.346

Forces on atoms 1 to 2 (eV/Å):
Ti -0.06 0.14 0.45
C -0.02 -0.01 0.03

## Properties
HOMO (alpha / beta), eV: -8.55 / -8.96
Charge: +1
Multiplicity: 2
Energy above the lowest of the compared OMol25 structures with the same formula, charge and spin, kcal/mol: 25.2

Results of the Mulliken charge analysis, in e, for atoms 1 through 99: -0.691, -1.595, 0.529, -1.143, 2.120, 1.124, -1.629, -1.727, -0.598, -0.049, 0.593, -1.709, -1.368, -0.241, -0.915, 0.978, -0.731, -0.069, -1.211, 0.904, -1.741, -0.182, -0.594, 2.581, 0.580, -1.824, -1.334, 0.582, -1.224, -1.872, 0.526, 0.251, 0.325, 0.008, 0.134, 0.583, 0.097, 0.116, 0.247, 0.326, 0.491, 0.317, 0.508, 0.138, 0.165, 0.376, 0.309, 0.397, 0.400, 0.479, 0.640, 0.364, 0.400, 0.359, 0.339, 0.333, 0.502, 0.292, 0.462, 0.291, 0.285, 0.056, 0.548, -0.107, 0.169, 0.530, 0.216, 0.470, 0.223, 0.473, -1.063, -1.040, -0.033, -0.732, 0.186, -1.044, 1.889, -0.657, -0.599, -1.029, -0.933, -0.483, 0.550, 2.657, -1.297, -0.624, -1.386, -0.795, -1.116, -0.680, 1.544, 0.414, 0.492, 0.838, 0.462, 0.432, 0.467, 0.470, 0.433